# C5H6N2

A single C5H6N2 molecule (ωB97M-V/def2-TZVPD, the Open Molecules 2025 dataset).

XYZ file:
```
13
Properties=species:S:1:pos:R:3:lowdin_charge:R:1
C 2.07 0.07 -0.13 -0.152
C 1.26 -1.04 -0.11 -0.070
N 0.01 -0.54 -0.42 -0.041
C 0.13 0.81 -0.41 -0.341
N 1.36 1.25 -0.28 0.099
C -1.26 1.01 0.17 -0.048
C -1.39 -0.53 0.01 -0.083
H 3.15 0.10 -0.02 0.093
H 1.45 -2.07 0.12 0.101
H -2.02 1.67 -0.26 0.100
H -1.12 1.26 1.22 0.113
H -2.07 -0.85 -0.79 0.112
H -1.56 -1.13 0.90 0.116
```

E_tot ... -303.57582 a.u.
F_max ... 0.0079 hartree/bohr
SMILES ... c1cn2c(n1)CC2
ΔE to the lowest compared entry with this formula, charge and spin ... 37.8 kcal per mole